C51H65GeN4O3PTl as an isolated structure at a distorted geometry, computed with ωB97M-V/def2-TZVPD.

ORCA input file:
```
! wB97M-V def2-TZVPD RIJCOSX def2/J DEFGRID3
* xyz 0 2
Tl -0.138 -0.221 0.500
C 3.512 0.191 -2.809
C 4.112 0.692 -1.506
C 5.303 -0.177 -1.105
C 4.564 2.144 -1.676
O 3.067 0.600 -0.525
Ge 3.156 1.285 1.097
O 1.447 1.804 1.284
C 1.189 3.229 1.308
C 1.712 3.804 2.622
C 1.889 3.893 0.125
C -0.317 3.432 1.227
O 3.123 -0.173 2.092
C 3.854 -0.294 3.328
C 3.821 -1.773 3.721
C 3.210 0.604 4.391
C 5.310 0.127 3.119
H 4.261 0.226 -3.603
H 3.168 -0.840 -2.691
H 2.658 0.813 -3.092
H 6.119 -0.060 -1.820
H 5.668 0.114 -0.110
H 5.014 -1.230 -1.069
H 5.295 2.233 -2.481
H 3.703 2.778 -1.911
H 5.027 2.510 -0.748
H 2.799 3.651 2.702
H 1.510 4.876 2.682
H 1.230 3.303 3.466
H 2.982 3.879 0.266
H 1.652 3.349 -0.792
H 1.577 4.933 0.012
H -0.799 3.066 2.135
H -0.538 4.496 1.113
H -0.721 2.882 0.371
H 2.858 -2.223 3.471
H 4.594 -2.326 3.181
H 3.992 -1.887 4.792
H 2.122 0.558 4.313
H 3.510 0.312 5.399
H 3.509 1.649 4.232
H 5.737 -0.417 2.269
H 5.377 1.205 2.918
H 5.905 -0.094 4.009
C -3.435 -1.920 -0.411
N -2.012 -2.048 -0.126
C -1.396 -3.039 -0.625
C 0.037 -3.170 -0.533
C 0.830 -4.247 -0.900
C 2.165 -3.881 -0.637
C 2.124 -2.588 -0.130
N 0.842 -2.152 -0.063
C -4.345 -2.538 0.629
C -5.523 -3.160 0.217
C -6.422 -3.673 1.146
C -6.148 -3.575 2.504
C -4.976 -2.955 2.922
C -4.085 -2.436 1.992
H -3.679 -2.368 -1.379
H -3.657 -0.853 -0.479
H -1.928 -3.828 -1.173
H 0.466 -5.187 -1.301
H 3.055 -4.481 -0.787
H 2.940 -1.953 0.187
H -5.743 -3.239 -0.845
H -7.336 -4.148 0.804
H -6.846 -3.976 3.231
H -4.757 -2.863 3.981
H -3.183 -1.935 2.329
C -1.090 -3.328 5.053
N -0.223 -2.887 3.984
C -0.419 -3.607 2.738
C -0.028 -1.454 3.856
C -1.229 -0.579 3.524
C -2.187 -0.323 4.514
C -3.305 0.459 4.256
C -3.484 1.005 2.990
C -2.521 0.796 2.011
C -1.393 0.016 2.275
H -0.959 -4.402 5.197
H -2.162 -3.148 4.862
H -0.819 -2.824 5.984
H -0.298 -4.678 2.922
H 0.337 -3.301 2.010
H -1.410 -3.453 2.283
H 0.718 -1.304 3.072
H 0.400 -1.105 4.802
H -2.039 -0.735 5.509
H -4.028 0.647 5.043
H -4.364 1.598 2.764
H -2.662 1.228 1.021
N -0.904 0.895 -1.128
P -0.949 1.184 -2.634
C -0.438 -0.103 -3.819
C -0.692 0.006 -5.189
C -0.320 -1.016 -6.050
C 0.288 -2.164 -5.547
C 0.526 -2.287 -4.185
C 0.169 -1.252 -3.327
C -2.656 1.493 -3.236
C -3.160 2.724 -3.653
C -4.480 2.837 -4.087
C -5.307 1.724 -4.109
C -4.815 0.491 -3.695
C -3.500 0.380 -3.271
C -0.043 2.688 -3.167
C 0.840 2.744 -4.246
C 1.455 3.943 -4.596
C 1.185 5.101 -3.879
C 0.311 5.056 -2.799
C -0.290 3.856 -2.442
H -1.194 0.887 -5.578
H -0.509 -0.924 -7.114
H 0.572 -2.964 -6.222
H 0.992 -3.180 -3.783
H 0.367 -1.326 -2.268
H -2.533 3.605 -3.645
H -4.858 3.799 -4.411
H -6.332 1.814 -4.451
H -5.457 -0.383 -3.705
H -3.108 -0.583 -2.968
H 1.060 1.847 -4.812
H 2.140 3.972 -5.435
H 1.656 6.037 -4.161
H 0.100 5.957 -2.233
H -0.960 3.813 -1.589
*
```

Summary:
F_max = 0.0227 Eh/bohr
Electronic energy = -136542.703 eV
Orbital gap (alpha / beta) = 8.1 / 5.6 eV
Energy relative to the best compared isomer or geometry (same formula, charge and spin) = 0.489 eV